(1)
Entry from OMol25: 2 unconnected molecules or ions with the total composition C4H5NO2 (the ωB97M-V functional and the def2-TZVPD basis).

Geometry as ORCA input:
```
! wB97M-V def2-TZVPD RIJCOSX def2/J DEFGRID3
* xyz 0 1
C -1.805 0.331 0.267
C -1.930 -0.829 -0.174
C -1.323 1.561 0.238
C 1.843 -0.873 0.414
N 1.424 -0.621 -0.758
O -0.164 1.939 -0.318
O -2.253 -1.944 -0.205
H -1.861 2.230 0.936
H 2.783 -1.416 0.786
H 1.291 -0.439 1.158
H 0.069 1.138 -0.788
H 1.925 -1.078 -1.556
*
```

Calculated values
LUMO energy = 0.20 eV
Electronic energy = -9810.60866 eV
Structure (SMILES) = O=C=C=CO.C=N
HOMO level = -8.79 eV
Molar mass = 99.1 g mol⁻¹
Energy above the lowest of the compared OMol25 structures with the same formula, charge and spin = 3.706 eV

Löwdin atomic charge list, values in e, 5 entries:
1 C -0.0269
2 C -0.2766
3 C -0.1902
4 C -0.0990
5 N 0.0252

---

(2)
Entry from OMol25: a molecular structure, C8H17BiOP2 (the ωB97M-V functional and the def2-TZVPD basis).

Geometry as ORCA input:
```
! wB97M-V def2-TZVPD RIJCOSX def2/J DEFGRID3
* xyz 0 1
C -1.240 -1.184 -1.653
C 0.143 -1.054 -2.082
C 0.997 -1.784 -1.134
C 0.135 -2.348 -0.115
C -1.259 -1.979 -0.442
Bi 0.105 0.052 0.154
P -1.539 1.995 0.602
H -2.118 -0.634 -2.096
H 0.508 -0.519 -3.001
H 2.106 -1.848 -1.169
H -2.149 -2.217 0.201
H 0.454 -2.959 0.760
H -2.536 1.502 1.337
H -1.954 2.515 -0.546
H -0.743 2.838 1.302
C 3.777 2.054 2.001
P 2.389 0.965 2.104
C 2.813 -0.775 2.225
C 1.126 1.497 3.270
O 1.843 1.193 0.645
H 4.335 2.044 2.933
H 3.479 3.096 1.801
H 4.469 1.772 1.192
H 3.321 -0.969 3.170
H 1.938 -1.460 2.184
H 3.492 -1.101 1.413
H 0.809 2.540 3.104
H 0.202 0.885 3.251
H 1.518 1.440 4.288
*
```

Calculated values
LUMO energy = 0.38 eV
Electronic energy = -35030.08886 eV
HOMO level = -3.79 eV
Molar mass = 400.2 g mol⁻¹
Energy above the lowest of the compared OMol25 structures with the same formula, charge and spin = 2.203 eV

Löwdin atomic charge list, values in e, 5 entries:
1 C -0.2801
2 C -0.3337
3 C -0.3124
4 C -0.3509
5 C -0.2735

---

(3)
Entry from OMol25: a molecular structure, C15H21O7Pd (the ωB97M-V functional and the def2-TZVPD basis).

Geometry as ORCA input:
```
! wB97M-V def2-TZVPD RIJCOSX def2/J DEFGRID3
* xyz 1 1
Pd -0.650 -0.346 0.189
C -0.921 0.566 -2.487
C 0.107 -0.456 -2.909
O 0.330 -1.366 -1.831
C 1.692 -1.662 -1.510
C 1.895 -1.571 -0.019
O 1.537 -0.221 0.361
C 1.682 0.133 1.757
C 1.263 1.580 1.861
O -0.072 1.721 1.371
C -0.311 2.787 0.450
C -1.140 2.277 -0.705
O -0.380 1.196 -1.299
H -1.892 0.127 -2.251
H -1.050 1.301 -3.284
H 1.042 0.053 -3.150
H -0.242 -0.985 -3.798
H 2.342 -0.939 -2.006
H 1.958 -2.662 -1.854
H 2.946 -1.760 0.211
H 1.283 -2.278 0.541
H 2.726 0.038 2.063
H 1.073 -0.535 2.367
H 1.933 2.194 1.257
H 1.329 1.908 2.899
H 0.644 3.156 0.071
H -0.833 3.611 0.939
H -1.283 3.081 -1.430
H -2.120 1.905 -0.398
O -1.927 -2.974 3.789
C -3.135 -3.076 3.183
C -4.170 -3.809 3.756
C -5.395 -3.894 3.123
C -5.622 -3.249 1.909
C -4.599 -2.520 1.348
C -3.345 -2.424 1.966
C -2.324 -1.636 1.287
O -2.607 -0.891 0.287
O -1.080 -1.634 1.609
H -1.960 -3.453 4.624
H -4.003 -4.311 4.703
H -6.187 -4.473 3.584
H -6.581 -3.319 1.416
H -4.746 -2.006 0.408
*
```

Calculated values
LUMO energy (alpha / beta) = -3.62 / -3.60 eV
Electronic energy = -33699.92579 eV
HOMO level (alpha / beta) = -11.46 / -11.46 eV
Molar mass = 419.7 g mol⁻¹

Löwdin atomic charge list, values in e, 5 entries:
1 Pd 1.1382
2 C -0.1413
3 C -0.1522
4 O -0.1757
5 C -0.1500

---

(4)
Entry from OMol25: 9 unconnected molecules or ions with the total composition C3H23NO9 (the ωB97M-V functional and the def2-TZVPD basis).

Geometry as ORCA input:
```
! wB97M-V def2-TZVPD RIJCOSX def2/J DEFGRID3
* xyz 0 1
C 0.496 -1.508 1.132
N 0.021 -0.126 1.234
C 0.424 0.734 0.125
C 1.647 1.507 0.610
O 2.757 1.497 0.123
H 1.386 -1.580 0.498
H 0.795 -1.890 2.122
H -0.349 -2.097 0.798
H -0.985 -0.168 1.386
H -0.380 1.495 0.106
H 0.737 0.199 -0.786
H 1.492 2.014 1.583
H 4.237 -1.411 0.597
H 3.858 -0.059 -0.004
O 4.106 -0.965 -0.237
H -2.712 1.387 1.608
H -2.831 0.814 2.929
O -2.926 0.516 2.016
H -1.519 -0.007 -2.737
H -1.394 1.550 -2.863
O -1.885 0.846 -2.430
H 0.151 -1.428 -2.882
H -0.841 -2.418 -2.453
O -0.760 -1.688 -3.074
H -2.693 2.036 -1.043
H -2.985 3.278 -0.150
O -2.591 2.393 -0.151
H 2.669 -3.054 -2.133
H 3.244 -1.740 -1.583
O 2.732 -2.120 -2.328
H -2.802 -0.756 0.273
H -2.325 -1.049 -1.040
O -2.441 -1.508 -0.200
H -0.026 0.924 3.008
H -0.777 0.328 4.194
O -0.550 1.174 3.800
*
```

Calculated values
LUMO energy = 0.27 eV
Electronic energy = -23401.86093 eV
Structure (SMILES) = CNCC=O.O.O.O.O.O.O.O.O
HOMO level = -9.23 eV
Molar mass = 217.2 g mol⁻¹
Energy above the lowest of the compared OMol25 structures with the same formula, charge and spin = 0.441 eV

Löwdin atomic charge list, values in e, 5 entries:
1 C -0.0906
2 N -0.1336
3 C -0.1725
4 C -0.2078
5 O 0.0278

---

(5)
Entry from OMol25: a single C4H6N2O molecule (the ωB97M-V functional and the def2-TZVPD basis).

Geometry as ORCA input:
```
! wB97M-V def2-TZVPD RIJCOSX def2/J DEFGRID3
* xyz 0 1
N -0.698 -1.940 -0.114
C -0.480 -0.584 -0.059
C 0.319 0.125 -0.940
O 1.526 -0.360 -1.427
N 0.419 1.420 -0.454
C -0.180 1.495 0.759
C -0.778 0.283 1.024
H -0.430 -2.424 -0.948
H -1.463 -2.337 0.380
H 2.073 -0.140 -0.653
H 0.986 2.115 -0.907
H -0.078 2.372 1.376
H -1.215 -0.025 1.962
*
```

Calculated values
LUMO energy = 0.89 eV
Electronic energy = -9271.55641 eV
Structure (SMILES) = Nc1cc[nH]c1O
HOMO level = -7.29 eV
Molar mass = 98.1 g mol⁻¹
Energy above the lowest of the compared OMol25 structures with the same formula, charge and spin = 1.945 eV

Löwdin atomic charge list, values in e, 5 entries:
1 N 0.1128
2 C -0.3041
3 C -0.3414
4 O 0.0178
5 N 0.0448

---

(6)
Entry from OMol25: 2 unconnected molecules or ions with the total composition C35H35BO4 (the ωB97M-V functional and the def2-TZVPD basis).

Geometry as ORCA input:
```
! wB97M-V def2-TZVPD RIJCOSX def2/J DEFGRID3
* xyz 0 1
C 2.193 -1.894 6.205
C 1.202 -2.532 5.356
C 0.347 -3.553 5.699
C -0.540 -3.748 4.620
C -0.328 -2.714 3.696
B 1.999 -1.072 0.264
C 2.633 -2.424 0.849
C 3.834 -3.073 1.145
C 3.521 -4.402 1.524
C 2.143 -4.478 1.572
C 1.267 -5.620 1.749
O 1.646 -3.251 1.402
C -1.267 -2.071 2.886
C -1.881 -0.808 2.859
C -3.157 -0.990 2.267
C -3.257 -2.298 1.872
C -4.261 -3.104 1.203
O -2.089 -2.945 2.183
C 2.356 -0.019 1.375
C 1.752 1.080 1.979
C 2.652 1.623 2.931
C 3.729 0.765 2.946
C 4.994 0.795 3.643
O 3.568 -0.225 2.015
O 0.857 -2.064 4.107
H 2.677 -2.650 6.841
H 2.966 -1.370 5.629
H 1.725 -1.183 6.907
H 0.315 -4.050 6.655
H -1.322 -4.491 4.547
H 4.861 -2.731 1.123
H 4.142 -5.232 1.836
H 1.399 -6.325 0.901
H 1.626 -6.125 2.664
H 0.204 -5.360 1.857
H -1.435 0.125 3.218
H -3.903 -0.198 2.130
H -5.195 -3.127 1.780
H -4.524 -2.755 0.190
H -3.855 -4.120 1.142
H 0.773 1.487 1.781
H 2.536 2.526 3.513
H 5.450 1.774 3.497
H 4.870 0.696 4.729
H 5.695 0.028 3.305
C 1.102 -6.241 -3.289
C 0.756 -5.116 -2.375
C 1.623 -4.021 -2.373
C 1.388 -2.978 -1.512
C 0.282 -2.926 -0.638
C 0.147 -1.783 0.383
C -0.958 -0.877 -0.155
C -1.093 0.500 0.159
C -2.198 1.274 -0.162
C -3.299 0.681 -0.805
C -4.558 1.467 -1.038
C -3.165 -0.630 -1.265
C -2.015 -1.349 -0.979
C -0.630 -4.005 -0.714
C -0.378 -5.092 -1.548
H 0.212 -6.833 -3.533
H 1.552 -5.851 -4.219
H 1.846 -6.896 -2.809
H 2.522 -3.957 -3.001
H 2.142 -2.181 -1.535
H 1.514 -0.481 -0.677
H -0.249 0.970 0.645
H -2.237 2.333 0.122
H -5.331 0.827 -1.477
H -4.935 1.888 -0.096
H -4.365 2.297 -1.727
H -3.974 -1.115 -1.836
H -1.943 -2.326 -1.438
H -1.551 -3.979 -0.128
H -1.065 -5.953 -1.577
*
```

Calculated values
LUMO energy = -1.42 eV
Electronic energy = -45721.31355 eV
HOMO level = -6.83 eV
Molar mass = 530.5 g mol⁻¹
Energy above the lowest of the compared OMol25 structures with the same formula, charge and spin = 3.337 eV

Löwdin atomic charge list, values in e, 5 entries:
1 C -0.0189
2 C -0.3063
3 C -0.0286
4 C 0.0059
5 C -0.1751

---

(7)
Entry from OMol25: a single C3HN3O molecule (the ωB97M-V functional and the def2-TZVPD basis).

Geometry as ORCA input:
```
! wB97M-V def2-TZVPD RIJCOSX def2/J DEFGRID3
* xyz 0 1
C -0.456 -1.662 0.458
C -0.308 -0.287 0.062
C 0.739 0.414 -0.546
H 1.655 0.036 -0.921
N -0.225 -2.808 0.795
N 0.454 1.734 -0.410
N -0.655 1.912 0.102
O -1.205 0.661 0.460
*
```

Calculated values
LUMO energy = -0.85 eV
Electronic energy = -9641.75858 eV
Structure (SMILES) = N#Cc1cnno1
HOMO level = -10.94 eV
Molar mass = 95.1 g mol⁻¹
Energy above the lowest of the compared OMol25 structures with the same formula, charge and spin = 1.059 eV

Löwdin atomic charge list, values in e, 5 entries:
1 C -0.0916
2 C -0.2470
3 C -0.0395
4 H 0.1090
5 N 0.1707

---

(8)
Entry from OMol25: a single C4H5F2N molecule (the ωB97M-V functional and the def2-TZVPD basis).

Geometry as ORCA input:
```
! wB97M-V def2-TZVPD RIJCOSX def2/J DEFGRID3
* xyz 0 1
C 0.749 1.513 -0.435
C -0.287 -0.945 0.328
C -0.816 -0.158 -0.975
C 0.578 -0.111 1.225
N -0.092 1.095 -1.205
F 1.582 2.519 -0.497
F 1.794 -0.561 1.516
H -1.140 -1.291 0.907
H 0.261 -1.831 -0.056
H -0.696 -0.927 -1.776
H -1.874 0.209 -1.095
H -0.059 0.489 2.061
*
```

Calculated values
LUMO energy = 0.72 eV
Electronic energy = -11150.31908 eV
HOMO level = -8.47 eV
Molar mass = 105.1 g mol⁻¹
Energy above the lowest of the compared OMol25 structures with the same formula, charge and spin = 3.163 eV

Löwdin atomic charge list, values in e, 5 entries:
1 C -0.2218
2 C -0.1679
3 C -0.1856
4 C -0.1727
5 N 0.0370

---

(9)
Entry from OMol25: a molecular structure, CH7NO (the ωB97M-V functional and the def2-TZVPD basis).

Geometry as ORCA input:
```
! wB97M-V def2-TZVPD RIJCOSX def2/J DEFGRID3
* xyz 0 1
C 0.965 0.013 0.758
H -1.966 1.380 -0.168
H -1.463 0.182 -1.404
H 0.915 -0.967 -1.043
H 0.030 -1.458 -0.141
H 0.288 0.054 1.724
H 1.818 -0.573 1.201
H 1.509 0.992 0.723
N 0.163 -0.498 -0.358
O -2.259 0.874 -1.292
*
```

Calculated values
LUMO energy = 0.66 eV
Electronic energy = -4685.38710 eV
HOMO level = -10.33 eV
Molar mass = 49.1 g mol⁻¹
Energy above the lowest of the compared OMol25 structures with the same formula, charge and spin = 2.540 eV

Löwdin atomic charge list, values in e, 5 entries:
1 C -0.2330
2 H 0.1972
3 H 0.0197
4 H 0.1334
5 H 0.0414

---

(10)
Entry from OMol25: 2 unconnected molecules or ions with the total composition C15H29BN2O5 (the ωB97M-V functional and the def2-TZVPD basis).

Geometry as ORCA input:
```
! wB97M-V def2-TZVPD RIJCOSX def2/J DEFGRID3
* xyz 0 1
C 3.018 0.866 1.405
C 2.932 -0.304 0.394
C 2.693 -1.683 1.009
C 1.249 -2.036 1.440
C 0.309 -0.858 1.663
C -0.260 -0.275 0.436
N -0.589 -1.012 -0.573
C -1.061 -0.174 -1.688
B -1.734 -0.855 -2.959
O -1.270 -2.127 -3.283
N -2.743 -0.204 -3.746
C -3.043 -1.036 -4.947
C -2.223 1.118 -4.224
C -1.579 1.069 -0.990
C -0.528 1.188 0.150
C -0.988 1.879 1.427
C -0.981 3.400 1.257
C 0.344 4.011 0.923
O -0.874 3.858 -0.020
H 3.759 1.577 1.055
H 2.063 1.373 1.508
H 3.296 0.454 2.370
H 3.912 -0.349 -0.079
H 2.245 -0.079 -0.428
H 3.364 -1.833 1.850
H 2.978 -2.410 0.249
H 0.850 -2.784 0.754
H 1.320 -2.553 2.399
H -0.566 -1.253 2.198
H 0.716 -0.098 2.315
H -0.529 -2.019 -0.619
H -0.104 0.181 -2.128
H -0.312 -2.119 -3.212
H -2.175 -1.133 -5.597
H -3.463 -1.995 -4.672
H -3.805 -0.508 -5.520
H -2.605 1.903 -3.581
H -2.581 1.293 -5.232
H -1.133 1.157 -4.255
H -1.534 1.925 -1.645
H -2.536 0.901 -0.502
H 0.453 1.524 -0.194
H -2.021 1.600 1.627
H -0.335 1.690 2.272
H -1.596 3.969 1.944
H 1.039 3.501 0.271
H 0.442 5.083 0.828
C 1.499 -3.123 5.324
O 0.819 -2.080 5.106
O 1.072 -3.805 6.485
O 2.439 -3.608 4.694
H 0.356 -3.210 6.746
*
```

Calculated values
LUMO energy = -0.94 eV
Electronic energy = -29917.63012 eV
HOMO level = -6.77 eV
Molar mass = 328.2 g mol⁻¹

Löwdin atomic charge list, values in e, 5 entries:
1 C -0.0769
2 C -0.2466
3 C -0.1758
4 C -0.1479
5 C -0.0955

---

(11)
Entry from OMol25: a single C5H10N2 molecule (the ωB97M-V functional and the def2-TZVPD basis).

Geometry as ORCA input:
```
! wB97M-V def2-TZVPD RIJCOSX def2/J DEFGRID3
* xyz 0 1
C -0.102 -1.253 -1.891
C 0.473 -1.430 -0.701
C -0.228 -1.110 0.582
H 1.542 -1.585 -0.621
H 0.414 -1.523 -2.799
H -1.175 -1.192 -1.997
H -0.794 0.943 -1.081
H 0.231 -1.627 1.427
H -1.287 -1.376 0.520
C 1.028 0.846 1.315
C -1.029 1.146 0.034
N -0.153 0.344 0.835
N 1.498 2.014 1.300
H 0.942 2.702 0.801
H 1.654 0.084 1.774
H -0.956 2.196 0.311
H -2.058 0.820 0.193
*
```

Calculated values
LUMO energy = 0.98 eV
Electronic energy = -8325.93918 eV
Structure (SMILES) = [H]/N=C\N(C)CC=C
HOMO level = -8.71 eV
Molar mass = 98.1 g mol⁻¹
Energy above the lowest of the compared OMol25 structures with the same formula, charge and spin = 1.394 eV

Löwdin atomic charge list, values in e, 5 entries:
1 C -0.0060
2 C -0.1570
3 C -0.1863
4 H 0.1007
5 H 0.0536

---

(12)
Entry from OMol25: a single C5H6FNO2 molecule (the ωB97M-V functional and the def2-TZVPD basis).

Geometry as ORCA input:
```
! wB97M-V def2-TZVPD RIJCOSX def2/J DEFGRID3
* xyz 0 1
C -1.871 1.250 -0.226
C -3.023 -0.643 0.195
C -0.859 0.209 -0.003
C -0.071 0.594 1.285
C 0.054 -0.049 -1.244
N -3.225 0.701 0.019
O -3.885 -1.476 0.270
O -1.705 -0.945 0.231
F -1.638 2.506 -0.324
H 0.320 -0.384 1.658
H -0.813 0.966 2.069
H 0.780 1.204 1.142
H -0.316 -0.708 -1.901
H 1.086 -0.438 -1.055
H 0.322 0.895 -1.776
*
```

Calculated values
LUMO energy = -0.52 eV
Electronic energy = -13583.33647 eV
Structure (SMILES) = CC1(C)OC(=O)N=C1F
HOMO level = -10.61 eV
Molar mass = 131.1 g mol⁻¹
Energy above the lowest of the compared OMol25 structures with the same formula, charge and spin = 0.921 eV

Löwdin atomic charge list, values in e, 5 entries:
1 C -0.1814
2 C -0.6094
3 C -0.4393
4 C 0.0198
5 C 0.0283